[1]
67
Properties=species:S:1:pos:R:3:forces:R:3 method="wB97M-V/def2-TZVPD" total_charge=+1 s2=6.064 fmax_ev_per_a=3.6 spin_multiplicity=5 homo_energy_ev="-8.939 / -10.901" molar_mass_g_mol=755.90 total_energy_ev=-71697.226
F 0.338280 5.017793 -0.366870 -0.50 -0.30 -0.28
H 0.491131 -3.236853 3.244202 0.61 0.50 0.25
H -0.096619 -1.939852 -1.518771 0.47 0.77 0.73
C -2.194593 -3.284233 -0.909964 1.44 -0.17 1.20
C -1.836007 2.473571 -1.418644 1.07 -0.19 0.49
H 2.503637 -2.127872 0.523890 0.13 -0.38 0.12
H -4.951351 1.323301 1.553532 -0.43 -0.28 0.67
H 2.967923 1.532494 5.719227 0.04 0.09 0.14
N 0.964257 0.339160 -2.078026 1.74 0.51 0.66
H -2.255365 4.137512 -2.675378 0.00 -0.31 0.77
C 1.499740 4.414911 -0.072704 -0.58 0.69 0.57
H 1.534634 1.210944 4.684703 -0.21 -0.11 0.32
C 0.467371 0.601277 -4.404242 0.81 0.21 1.00
N 0.834957 -3.233049 1.158544 0.62 0.00 0.43
H -0.852182 -3.533327 2.239064 -0.18 -0.43 0.19
F 2.146228 4.217360 -1.227757 0.03 -0.39 0.39
Os 0.596535 0.164499 -0.015017 -0.29 0.12 -0.07
H -5.033532 3.300757 0.453594 -0.68 0.46 0.41
H -3.009029 -3.416927 -0.187731 -0.05 0.43 -0.27
H -0.888383 0.059028 -2.779014 -0.14 0.00 -0.43
H -4.354064 4.733849 -1.453235 -0.29 0.73 -0.23
H -0.282084 0.512763 -5.159905 -0.15 0.10 -0.42
O 1.546281 3.018276 1.916224 -0.47 0.20 -0.66
C -3.388074 1.913210 0.289655 -1.05 2.42 -0.29
H 4.193861 0.826213 -1.237102 1.29 0.34 -0.23
C -0.912286 -5.189863 0.076721 0.94 1.43 -1.59
C 2.290759 -2.991670 1.161787 -0.59 0.36 -0.49
C 2.717124 1.024288 -3.598004 -0.53 0.89 -0.25
C -2.157634 1.624289 -0.350992 -1.17 0.67 0.17
N -0.947847 -3.722144 -0.209963 -0.55 -0.87 0.13
C 0.058482 -2.895892 0.116442 0.25 -0.36 0.54
F 2.168974 5.306996 0.657907 0.41 -0.51 -0.06
C -2.546568 3.569826 -1.770899 -0.83 0.92 -1.47
C -2.023761 -0.341549 1.016805 0.88 -0.44 -0.52
S 0.936489 -0.093128 2.248498 0.24 0.23 -0.35
S 3.566534 0.294859 3.768438 -0.02 0.03 0.52
C 1.805094 1.056609 -4.631370 -0.10 -0.93 0.62
N 0.279874 -1.774994 -0.566201 -0.35 -0.69 -1.10
H 0.355773 -4.809897 2.544790 0.10 -0.58 -0.18
C 2.571665 1.514754 4.714539 0.01 -1.05 -0.68
C 3.182630 0.550263 -1.186936 -0.77 0.22 -0.82
C -1.381103 0.514421 0.071053 -0.43 -0.62 0.58
H -3.706528 -0.789404 2.298459 0.63 0.40 -0.51
H -1.246328 -5.617887 -0.849187 -0.34 -0.56 -0.35
C 2.692220 0.248338 2.269072 0.55 0.15 -1.85
H 2.183094 1.329528 -5.601168 -0.31 0.20 -0.27
C 2.316965 0.652482 -2.305114 -0.29 -0.58 1.05
H 3.687298 1.487450 -3.704726 0.23 -0.38 -0.20
H 2.809764 -3.876318 0.797338 0.08 -0.04 -0.02
H 2.656085 2.432627 4.187953 0.18 0.97 -0.08
C -3.969172 1.051981 1.236242 1.53 0.13 -1.06
H -0.912651 2.269013 -1.896418 0.60 0.00 -0.62
H -1.459298 -1.210029 1.345781 -0.29 -0.04 0.07
C 0.205639 -3.762691 2.351666 -0.78 0.32 -0.15
C -3.237298 -0.092195 1.573368 -2.19 -0.29 1.25
H -1.998739 -2.235107 -1.180095 -0.87 -0.53 -0.20
O 0.706128 2.143217 -0.024440 0.73 1.75 0.61
C -4.112113 3.185891 -0.060086 0.74 -3.47 0.56
H 0.102118 -5.546999 0.205649 0.14 0.19 0.32
C -3.752727 3.927161 -1.120707 1.18 -0.40 0.01
N 3.383524 0.404674 1.167652 -0.64 -0.43 0.14
C 1.219277 3.106375 0.762371 0.72 -1.36 -0.66
C 0.119003 0.312545 -3.091391 -0.52 -0.09 -0.93
H -2.357349 -3.993975 -1.714645 -0.07 0.44 -0.48
N 2.686453 0.169788 -0.009369 -0.96 0.04 1.44
H -1.547855 -5.493849 0.857817 -0.76 -0.20 1.12
H 2.624752 -2.764604 2.163063 -0.01 0.04 0.31

---

[2]
22
Properties=species:S:1:pos:R:3:forces:R:3 method="wB97M-V/def2-TZVPD" fmax_ev_per_a=4.1 homo_energy_ev="-9.529 / -9.528" molar_mass_g_mol=243.12 total_energy_ev=-93416.452
H -1.757374 -2.518551 0.915421 0.02 1.79 1.28
H 0.130048 2.963261 -0.647129 -0.32 -0.31 0.57
O -1.162220 -0.002973 -1.797162 2.84 -0.20 0.84
H 1.127431 -1.451611 -2.857100 0.94 0.67 -1.19
Br 3.139748 0.175587 0.470701 -1.83 0.07 0.21
C 0.116237 0.210149 0.433282 2.35 -1.50 0.34
C 0.146796 2.817774 0.447809 0.45 1.65 1.80
H -2.291732 -0.763771 1.610330 -0.10 -0.58 0.38
H 0.188504 -0.997177 2.280335 -0.15 0.51 0.27
H 1.209900 2.830941 0.726471 0.02 -0.13 -0.30
O 1.055699 1.102983 -1.966103 0.23 0.19 0.16
H -0.277302 3.722313 1.052035 0.25 -1.81 -1.34
C -0.126691 -1.040038 1.250045 -0.23 0.27 -1.54
C 1.035330 -1.492906 -1.803858 -3.18 -2.61 0.21
H -1.863640 -1.168352 0.010067 -0.37 0.90 -1.59
H 0.432878 -1.840461 0.791301 0.36 -0.20 -0.09
C -0.394845 1.513124 0.958754 -2.59 0.90 -0.20
O -1.424937 1.399985 1.638507 2.27 0.30 -0.83
H 0.161895 -2.289134 -1.848655 1.58 1.42 0.98
C -1.625218 -1.367140 1.008191 0.26 -2.40 0.27
H 1.895391 -1.848077 -1.266041 0.31 0.38 0.19
S 0.284099 0.044073 -1.407201 -3.10 0.68 -0.44

---

[3]
7
Properties=species:S:1:pos:R:3:forces:R:3 method="wB97M-V/def2-TZVPD" fmax_ev_per_a=3.1 homo_energy_ev="-9.209 / -9.395" molar_mass_g_mol=300.79 total_energy_ev=-227326.729
H 1.089550 -1.089003 -1.113979 0.68 -1.04 2.41
Si -0.705718 0.531628 0.890870 -0.30 -0.57 1.14
Br 0.311948 1.484971 2.660417 0.04 0.05 -0.55
P 0.927037 -0.623701 -2.334359 -1.99 0.72 -2.27
Br -2.701386 1.486407 0.708618 0.15 0.07 -0.25
Br -1.141813 -1.546268 1.737769 0.23 0.45 -0.61
H 2.220383 -0.244033 -2.549336 1.19 0.32 0.12

---

[4]
51
Properties=species:S:1:pos:R:3:forces:R:3 method="wB97M-V/def2-TZVPD" total_charge=+1 fmax_ev_per_a=0.9 homo_energy_ev="-11.790 / -11.793" molar_mass_g_mol=659.91 total_energy_ev=-62949.568
H 1.020641 -3.668093 0.290644 0.00 0.01 0.02
C -2.976375 3.911009 -1.620496 0.07 0.20 -0.02
C 2.069496 2.137485 -2.201789 -0.02 0.00 0.01
O -3.012450 0.494810 2.352014 0.10 0.28 0.07
Cl -2.505848 -2.039696 0.100985 0.14 0.24 0.23
C 0.628138 -2.300501 -2.381087 0.05 -0.10 0.07
F -1.811276 2.010898 5.204504 0.00 0.00 0.00
C 3.843151 1.021635 -1.011460 -0.01 0.03 -0.02
C 1.140517 1.297398 -1.612192 0.03 0.03 -0.01
H 1.592616 -1.821487 -2.498787 -0.02 0.00 -0.01
O -1.075221 1.499173 2.634598 -0.07 -0.50 -0.18
C 1.568210 0.310972 -0.722078 -0.17 -0.02 -0.11
H 1.745366 2.904279 -2.892981 0.00 -0.01 0.00
H -1.368193 -4.620912 -3.823534 0.00 0.00 0.01
F -3.209517 3.146888 4.000715 0.00 0.02 -0.03
C 1.476506 -1.066125 2.438554 0.00 -0.05 0.01
H -3.760177 4.300874 -0.970061 -0.02 0.00 0.00
C 3.419194 1.999211 -1.900607 0.02 -0.02 0.02
C 1.299007 -3.130306 1.189057 0.01 0.00 -0.02
H 1.996887 -4.887096 2.196330 -0.01 0.01 0.00
C -2.777510 1.915029 4.295345 0.03 0.00 0.01
P 0.334034 -0.790381 -0.027079 0.12 0.32 0.52
H 0.085089 1.404094 -1.832919 0.02 0.00 -0.01
C -1.033152 -3.873721 -3.116923 0.06 0.00 -0.04
C -1.860228 -3.522256 -2.059741 -0.12 -0.02 0.08
H 4.143667 2.658390 -2.360419 -0.01 0.00 0.01
H 3.249750 -0.591181 0.272864 0.00 0.01 -0.01
H -2.172755 5.827702 -2.193715 -0.01 -0.01 0.01
H 2.628879 -3.675745 4.252520 0.00 0.00 -0.01
C 2.205668 -3.135157 3.416037 0.01 -0.01 0.00
N -2.185315 1.636893 -0.631591 -0.06 0.23 -0.19
H -1.019001 4.503458 -2.366485 -0.01 0.01 0.01
H 1.327729 0.006104 2.508474 -0.02 -0.01 0.02
H 4.893944 0.919256 -0.776779 0.00 0.00 0.00
C -1.418033 -2.559246 -1.175725 0.00 -0.02 -0.33
C -2.244458 1.248336 3.013442 -0.03 0.25 -0.01
H -3.431108 3.712589 -2.591467 0.00 -0.02 -0.01
C 2.022485 -1.759830 3.504395 -0.01 0.02 -0.03
C 0.201233 -3.260554 -3.285589 -0.02 -0.01 0.01
C 1.112970 -1.754527 1.276460 0.13 0.01 -0.03
C -0.179128 -1.954130 -1.301864 -0.05 0.19 0.02
C -1.814188 4.906119 -1.740243 -0.05 -0.04 0.00
H 2.300309 -1.229895 4.405335 0.00 0.00 0.00
C 1.848413 -3.817518 2.262682 0.01 -0.01 0.01
H 0.830816 -3.531154 -4.121904 -0.01 0.01 0.00
Pt -1.487845 0.018940 0.979258 -0.10 -0.87 -0.05
H -1.402385 5.141348 -0.760332 0.01 -0.01 -0.01
C -2.538563 2.638123 -1.063918 -0.08 -0.08 0.01
F -3.786148 1.220741 4.806551 -0.01 -0.01 -0.01
H -2.835457 -3.974314 -1.938912 0.01 0.00 -0.01
C 2.919620 0.172061 -0.420091 0.03 -0.03 0.01

---

[5]
24
Properties=species:S:1:pos:R:3:forces:R:3 method="wB97M-V/def2-TZVPD" total_charge=+1 fmax_ev_per_a=2.1 homo_energy_ev=-13.335 molar_mass_g_mol=236.09 total_energy_ev=-84459.946
Br 1.300745 3.310018 -1.460285 -0.13 -0.27 0.13
H 0.605954 -2.448141 -0.565107 0.12 -0.15 0.09
H -0.261995 1.402983 -1.485907 -0.14 -0.31 0.06
C 0.353747 1.103033 1.505313 -0.90 -0.27 -0.60
C 0.523201 -1.470595 -1.034851 -0.41 -0.03 0.35
H -2.008293 -1.612704 0.487645 -0.01 0.16 0.11
N -1.259333 -0.472184 -2.299322 0.38 0.24 0.01
H 0.551172 -0.780288 1.897454 -0.08 -0.31 -0.06
H 0.695097 1.074913 3.553572 0.23 -0.41 -0.03
H -2.915013 -1.979013 -0.995551 -0.21 0.17 0.02
O 1.529369 0.748821 -0.648618 -0.35 -0.18 0.43
H 0.195096 2.937763 0.857065 -0.40 0.15 -0.14
C 1.125951 -0.469984 -0.067857 -0.07 -0.59 -0.53
H -1.658935 -3.047650 -0.438529 0.11 -0.13 0.02
N -0.055042 1.991016 0.582643 2.13 0.05 0.14
N 0.874911 1.508884 2.664455 -0.35 0.10 0.17
H -2.269612 -0.424994 -2.403140 -0.11 -0.01 -0.08
C -0.936061 -1.246105 -1.351621 -0.54 -0.08 -0.15
N 0.223269 -0.202853 1.132737 0.83 0.50 0.68
C 0.506839 1.675688 -0.776829 -0.17 0.93 -0.51
C -1.939900 -2.000022 -0.524628 0.13 -0.38 -0.13
H 1.132288 -1.497068 -1.931044 0.06 0.17 -0.19
H 2.031057 -0.913922 0.334337 0.25 0.19 0.04
H 1.510164 2.288684 2.650565 -0.36 0.46 0.16

---

[6]
118
Properties=species:S:1:pos:R:3:forces:R:3 method="wB97M-V/def2-TZVPD" total_charge=-1 fmax_ev_per_a=8.3 homo_energy_ev=-4.407 molar_mass_g_mol=870.39 total_energy_ev=-143337.976
N 1.778514 -0.098639 1.371696 0.07 0.35 -1.69
C 5.314735 -4.495569 -7.878124 0.04 -0.02 -0.15
C 4.701196 0.459042 1.232748 1.92 -0.46 0.44
O 3.158157 -5.683503 -6.833132 0.39 0.45 -0.06
C -0.445915 -1.181005 6.334988 0.06 -0.20 0.06
H -9.875808 -1.762199 -0.715027 -0.01 -0.12 0.16
H 1.774490 -4.492668 0.443384 -1.10 0.85 1.80
H 3.778913 3.403195 5.325299 0.16 0.05 -0.20
H -0.432164 1.500289 5.339914 -0.09 -0.08 -0.03
S 2.363056 8.700887 -6.066273 0.21 0.44 0.29
C 1.903886 -1.369882 0.566036 0.22 -1.68 0.27
H 4.974313 1.226747 2.090068 -0.59 -1.48 -1.71
H -3.538558 -2.029707 3.657749 -0.14 -0.07 0.00
H -14.109526 -5.654524 2.983005 0.08 -0.09 0.04
H 2.907559 -3.020820 -7.872461 0.04 -0.15 0.05
N 3.756033 1.016708 0.196231 -0.35 0.43 1.74
C -10.487555 -2.010764 0.155335 0.02 0.16 -0.02
H -15.045800 -6.821056 3.968241 0.11 -0.01 0.01
H 4.515468 5.024485 5.256548 0.01 -0.11 -0.10
H 1.468853 7.858353 -4.013965 0.04 0.09 -0.16
H -12.495502 -8.999388 2.004043 -0.04 0.14 0.14
H 4.781775 -4.411390 -8.828240 -0.05 -0.02 0.11
H 1.090454 9.588384 -4.218509 0.10 -0.06 -0.10
H 2.175611 10.302642 -7.832901 -0.01 -0.12 0.15
H 0.162860 -3.652375 1.115678 2.52 -0.65 0.58
H -13.298034 -7.500436 1.468419 0.05 0.01 0.12
H -0.885495 -2.121004 6.677052 -0.01 0.11 -0.10
C -14.102786 -6.276204 3.881516 -0.04 0.12 -0.03
O -5.883967 -0.933290 5.099083 -0.03 -0.44 -0.30
H 5.677405 -2.694652 -2.235598 -0.20 2.24 1.26
C -13.238408 -8.242976 2.267631 0.02 0.01 -0.13
H 5.541138 1.984837 -2.805778 -1.80 -1.57 -0.71
C 1.563864 10.054077 -6.962539 0.01 0.13 -0.04
O 5.062072 -0.902872 -4.700516 2.09 4.48 6.62
S 4.133449 -4.590546 -6.511135 -0.33 -0.10 -0.08
H -0.604506 -0.411318 7.093995 -0.04 -0.02 -0.12
H -6.910921 -3.949037 3.432920 -0.03 0.20 0.03
H 6.105601 0.785520 -0.532350 0.28 -1.74 1.99
H 1.479293 10.931595 -6.317193 0.06 -0.12 0.02
O -0.878889 -1.690791 3.745264 -0.06 0.13 0.27
C 2.154629 -2.588613 1.684770 -0.87 0.37 0.29
S 5.784357 3.394893 4.021630 -0.14 -0.38 -0.06
H -7.992767 -2.880174 4.361355 0.21 0.04 -0.12
S 4.769482 4.741746 -5.716860 0.13 -0.04 0.41
H 2.414391 4.324703 -5.749329 0.18 0.04 0.03
H -10.572125 -1.133247 0.800682 0.07 -0.11 0.01
H 1.755583 -2.158458 2.717654 0.96 -0.89 -2.22
S -12.728538 -7.450831 3.812191 0.41 0.28 -0.15
C 2.328569 1.117324 0.669285 -1.73 1.23 -0.54
C 1.149827 8.622821 -4.726461 0.00 0.00 0.09
S -1.262235 -0.691907 4.796314 0.33 0.30 0.00
C 4.709129 1.284051 -3.255077 0.21 -0.62 0.13
C 6.084654 0.032846 0.393455 -1.24 0.33 -0.38
H 7.528309 4.222505 5.468610 -0.05 -0.04 -0.05
H -11.478063 -2.328037 -0.178882 0.08 -0.05 0.04
H -0.581545 1.253095 3.581669 0.17 -0.12 0.17
H 0.952791 -1.607366 -0.114344 1.82 0.45 1.50
H 2.831324 5.566438 -4.540077 0.12 -0.08 -0.02
C -4.355229 -2.731960 3.841399 0.05 0.06 0.06
O 3.639650 9.235068 -5.488010 -0.65 -0.20 -0.28
C 4.719446 3.957344 5.371714 -0.04 -0.04 0.14
H 5.969133 -3.632161 -7.736876 -0.09 -0.06 0.08
C 3.317890 -3.013734 -6.859919 -0.01 0.07 -0.09
S -5.909702 -1.807188 3.880448 0.06 0.04 0.22
H 0.749341 0.103009 1.513308 1.75 -0.27 0.04
H 1.659922 1.271678 -0.307574 1.49 0.10 1.70
H 5.092459 6.652462 -4.279883 -0.02 -0.08 -0.10
C 1.291751 -3.944820 1.364540 0.29 0.35 0.18
C 5.921243 -1.522516 -0.184761 1.00 -0.12 -0.03
H 3.841169 1.063197 -2.476110 2.07 0.45 -1.31
O -11.480866 -6.668779 3.527335 -0.73 -0.30 0.02
O 5.092585 3.800493 -4.594774 -0.17 0.72 -0.61
H 4.069499 2.024252 0.065863 -0.77 -1.43 0.18
H -10.960964 -2.476457 2.899365 0.09 0.01 -0.12
H 5.118587 7.104110 -6.012837 -0.02 -0.06 0.09
H 0.790439 0.530452 4.461020 -0.15 0.00 -0.16
H 8.009986 4.229018 3.752289 -0.19 -0.05 0.03
H -14.209322 -8.724155 2.406429 0.08 0.04 0.06
C -6.963350 -3.229777 4.253523 -0.03 -0.15 0.18
H 5.203074 3.769078 6.333230 0.08 -0.04 -0.10
C 2.017597 2.447739 1.616232 -0.99 6.03 3.34
H 6.932972 -2.126856 -0.022172 -2.01 1.37 -0.38
H 0.172663 8.351700 -5.133040 0.11 -0.01 -0.03
H 0.573356 9.736803 -7.296757 0.09 -0.05 0.04
C 7.196940 4.440687 4.450644 0.16 0.00 0.16
H -11.878756 -3.713141 1.984835 0.12 -0.04 -0.02
H 6.912932 5.492132 4.365363 -0.05 -0.10 -0.04
C -0.267941 0.794517 4.522364 -0.19 -0.27 0.02
H 4.349968 -0.523482 1.760826 0.15 2.03 -1.10
O 6.379424 -0.720268 -2.644805 -3.44 0.97 -1.28
C 3.028768 5.206582 -5.552684 -0.11 -0.04 0.06
C 5.437829 6.363964 -5.275449 0.03 -0.01 0.02
H -10.582567 -4.206487 3.103909 -0.02 0.00 -0.22
H 7.045002 0.181633 1.047801 -1.86 -0.47 -1.27
O 1.201920 2.397766 2.706180 3.60 -0.97 -5.36
H 0.623552 -1.323533 6.162422 -0.09 0.05 -0.10
H 4.408193 -1.340484 -1.913560 2.30 -0.30 0.36
O -8.411769 -2.829774 1.629864 -0.77 -0.18 -0.31
H 2.826384 -1.422619 -0.151637 -1.69 0.70 1.35
H 2.506271 -2.876651 -6.141567 0.19 -0.11 -0.03
H -4.193314 -3.232534 4.799032 -0.08 0.08 -0.02
C 5.383469 -0.171571 -3.620806 -1.06 -2.81 -4.11
H 2.787416 5.984142 -6.281252 0.12 -0.12 0.02
O 2.565457 3.794454 1.303183 -1.87 -7.37 0.44
H 4.242129 1.850617 -4.169476 1.18 -1.66 1.67
H 5.107475 -2.125644 0.446662 1.59 1.42 -1.58
H -6.641208 -3.699504 5.185855 0.10 0.14 -0.01
C -10.901592 -3.442021 2.391413 0.06 0.06 0.17
O 6.169682 1.974990 4.312888 0.01 0.66 0.11
H -13.971377 -5.640337 4.760290 0.08 -0.16 -0.10
H 6.528544 6.301595 -5.276059 -0.15 -0.14 -0.03
H 3.325151 -2.798389 1.787816 -2.59 0.32 -0.23
H 5.916326 -5.407665 -7.880477 -0.14 0.09 0.10
S -9.688363 -3.363955 1.051601 0.32 0.21 0.26
H 1.302238 -4.642077 2.329505 -0.04 1.37 -2.23
H 4.036753 -2.198262 -6.751695 -0.02 -0.10 0.15
C 5.556233 -1.597328 -1.780634 -1.31 -1.50 0.41
H -4.387133 -3.467293 3.033979 -0.06 0.10 0.03